1.
DFT (ωB97M-V/def2-TZVPD) results for a structure of composition C35H33AsN4OSTi in a non-equilibrium geometry.

Structure (XYZ):
```
76
Properties=species:S:1:pos:R:3
Ti 15.40291 14.69518 11.67662
S 16.86223 14.18854 13.51210
C 18.13416 15.32697 13.00541
C 18.74292 16.23768 13.96519
C 19.81196 17.02968 13.66740
C 20.16925 17.22891 12.34812
C 19.63231 16.41152 11.40638
C 18.68003 15.38240 11.74156
As 17.82781 14.36900 10.39693
C 18.70858 12.67196 10.24162
C 20.07244 12.54829 10.62339
C 20.78196 11.40252 10.22626
C 20.15677 10.39443 9.53853
C 18.80369 10.44837 9.24328
C 18.10530 11.65764 9.58652
C 18.47327 15.16544 8.77456
C 19.32196 14.48920 7.87750
C 19.74404 15.11104 6.72236
C 19.34207 16.41735 6.43867
C 18.45821 17.09259 7.27863
C 17.99369 16.48196 8.40427
H 18.36256 16.20213 14.93100
H 20.33809 17.55839 14.46971
H 20.95139 17.94180 12.01432
H 19.90974 16.42672 10.36732
H 20.48654 13.31771 11.16767
H 21.81659 11.33930 10.54629
H 20.67112 9.45474 9.25236
H 18.26772 9.61359 8.82329
H 17.04782 11.75514 9.35646
H 19.69387 13.52000 8.17217
H 20.42369 14.60101 5.98238
H 19.69066 16.90220 5.55697
H 18.22265 18.08878 7.05866
H 17.27065 16.99321 8.94583
C 12.23084 14.98797 8.15678
C 13.29349 14.83460 9.11331
N 14.13336 14.48810 9.84630
H 12.45084 15.48335 7.19860
H 11.39061 15.59375 8.46342
H 11.91586 13.96190 7.97494
N 10.87055 9.32807 10.60476
C 9.70417 9.04117 9.95454
C 9.35031 7.92238 9.30433
C 8.16931 7.87586 8.55706
C 7.38588 9.05354 8.56309
C 7.71423 10.14650 9.25320
C 8.94854 10.20420 9.90930
N 9.69913 11.23531 10.57152
C 10.83491 10.65957 10.90820
C 11.79436 11.42215 11.68687
C 11.51725 12.76617 12.03871
C 12.49868 13.62360 12.46154
N 13.83267 13.21825 12.54881
C 14.11170 11.96340 12.33258
C 13.12883 11.02132 11.99031
H 11.51467 8.64438 10.95457
H 10.05991 7.12356 9.29972
H 7.78255 6.99357 8.09859
H 6.50360 9.10137 8.01526
H 7.14320 11.04462 9.14003
H 10.55601 13.14940 11.86194
H 12.29862 14.64536 12.66339
H 15.17367 11.71420 12.39615
H 13.50537 10.02365 11.75099
C 14.70628 18.45605 10.59830
C 15.23740 17.81182 11.84932
C 14.31130 18.11676 13.07270
O 15.33558 16.46145 11.63691
H 14.46651 19.51762 10.74857
H 13.82569 17.98189 10.17602
H 15.53969 18.34912 9.92733
H 16.22696 18.15753 12.03097
H 13.35069 17.74227 12.83104
H 14.21432 19.18466 13.32760
H 14.83254 17.74103 13.98421
```

The LUMO energy (spin up / spin down) is -3.270 / -3.309 eV. Its charge is +1. The spin multiplicity is 2. The HOMO energy (spin up / spin down) comes out at -10.14 / -10.32 eV. For the calculated total energy, the calculation gives -5131.05419 hartree.


2.
DFT (ωB97M-V/def2-TZVPD) results for a structure of composition C35H33BBrIN4O5PSn in a non-equilibrium geometry.

Structure (XYZ):
```
82
Properties=species:S:1:pos:R:3
Sn -0.54588 -0.92455 -0.21662
C 5.29400 -2.56672 3.26008
O 5.31577 -3.14095 1.93511
C 4.28256 -3.04896 1.12831
C 4.34883 -3.71691 -0.09049
C 3.38279 -3.67929 -1.05256
C 2.14582 -3.04671 -0.79289
C 0.91317 -3.42862 -1.58032
C 1.10343 -4.55795 -2.60478
O -0.22729 -2.95828 -1.45348
C 2.07176 -2.27968 0.41610
O 1.09696 -1.49245 0.79911
C 3.11202 -2.32186 1.39424
H 6.18109 -3.02946 3.74132
H 4.45530 -2.93951 3.83121
H 5.41495 -1.49360 3.28225
H 5.23846 -4.28491 -0.33608
H 3.65314 -4.11714 -2.01685
H 1.68983 -4.25900 -3.52114
H 0.15727 -5.06327 -3.00149
H 1.65491 -5.33124 -2.10631
H 3.05055 -1.69364 2.30154
B -1.96599 0.40220 2.95541
N -0.71726 0.96635 2.21126
C -0.22283 2.12998 2.66805
C 0.42379 2.84508 1.69218
C 0.34559 2.00077 0.53192
N -0.36050 0.86736 0.86111
N -2.50330 -1.00826 2.47273
C -3.34066 -1.85547 3.16323
C -3.64658 -2.96248 2.39200
C -2.92869 -2.73189 1.16649
N -2.20578 -1.61734 1.23201
H -1.72894 0.32670 4.12196
H -2.86204 1.18228 2.76140
H -0.33538 2.30630 3.72882
H 1.02378 3.72391 1.79608
H 0.78769 2.13726 -0.47502
H -3.59047 -1.58581 4.17775
H -4.31880 -3.78050 2.60123
H -2.88821 -3.34786 0.25534
O 0.42206 1.88520 -3.09024
C -0.03374 0.82341 -2.70197
O 0.58700 0.01493 -1.82274
C -1.42231 0.29668 -3.24112
P -2.59041 -0.19507 -1.92060
C -3.76999 -1.41815 -2.45143
C -3.37137 -2.73010 -2.52483
C -4.36217 -3.71083 -2.69459
C -5.65463 -3.38843 -3.07884
C -6.05058 -2.03390 -3.00688
C -5.12363 -1.08678 -2.58974
C -3.31138 1.42065 -1.36435
C -2.67116 2.65270 -1.60466
C -3.29493 3.87705 -1.33611
C -4.66025 3.87882 -0.97725
C -5.25061 2.66750 -0.57764
C -4.57885 1.46238 -0.63188
H -1.30550 -0.66772 -3.75612
H -1.84212 1.02696 -3.96598
H -2.32157 -2.96956 -2.46612
H -4.14904 -4.75540 -2.74393
H -6.39186 -4.13132 -3.39513
H -7.07221 -1.74253 -3.19603
H -5.51263 -0.10322 -2.51565
H -1.71867 2.65456 -2.12092
H -2.77506 4.77383 -1.65284
H -5.29148 4.74680 -0.81371
H -6.33026 2.66619 -0.34930
H -4.99602 0.60252 -0.13373
Br 8.12114 3.65436 -0.20641
C 6.87881 4.51017 0.96124
C 7.23208 5.82019 1.31639
C 6.34609 6.66156 1.96715
C 5.06745 6.18443 2.19345
C 4.71702 4.89445 1.88745
C 5.64729 3.97616 1.33102
I 5.11020 1.99940 1.36181
H 8.30664 6.05065 1.25211
H 6.56841 7.73441 2.17131
H 4.35129 6.84912 2.74210
H 3.74209 4.52406 2.11651
```

The LUMO energy is 2.011 eV. Its charge is -1. The spin multiplicity is 1. The HOMO energy comes out at -1.42 eV. For the calculated total energy, the calculation gives -5400.94002 hartree.


3.
DFT (ωB97M-V/def2-TZVPD) results for a structure of composition C35H33BeClN4S2Si2 in a non-equilibrium geometry.

Structure (XYZ):
```
78
Properties=species:S:1:pos:R:3
C 0.08133 3.38330 3.97289
C 1.07849 2.34869 3.85792
C 1.57324 2.35800 2.53466
H 1.49515 1.77348 4.68714
C 0.90290 3.35852 1.80354
C -0.05640 3.97615 2.65603
H -0.61315 4.89029 2.43460
H -0.29655 3.81261 4.90553
H 2.41423 1.77149 2.16237
H 1.15875 3.67245 0.79131
Be -1.23734 2.41652 3.14723
Si 0.96603 -1.83087 -2.48215
C 0.48410 -3.63080 -2.61305
C -0.66689 -4.03932 -3.31265
H -1.33986 -3.28753 -3.73404
C -0.94623 -5.40107 -3.46948
H -1.83893 -5.70768 -4.01783
C -0.08137 -6.36649 -2.94086
H -0.29756 -7.42993 -3.07545
C 1.06028 -5.96349 -2.23596
H 1.74282 -6.71176 -1.83077
C 1.33065 -4.60337 -2.05352
H 2.21233 -4.29097 -1.48609
C 0.89393 -1.15639 -4.22548
C 1.68144 -1.77598 -5.21361
H 2.29809 -2.63883 -4.95007
C 1.67457 -1.30629 -6.53478
H 2.28075 -1.81206 -7.29244
C 0.88515 -0.20202 -6.88360
H 0.87784 0.16504 -7.91507
C 0.08628 0.40988 -5.90714
H -0.54840 1.26091 -6.17767
C 0.08166 -0.06544 -4.59055
H -0.56411 0.40364 -3.84362
H 2.39830 -1.88400 -2.13964
Si -0.39300 -0.40841 -0.82683
C 0.92884 0.89393 -1.29119
C 2.30661 0.71237 -1.08590
H 2.68889 -0.23321 -0.69750
C 3.22572 1.71131 -1.42839
H 4.29411 1.52142 -1.29515
C 2.77618 2.92596 -1.94654
H 3.49453 3.69906 -2.22711
C 1.40219 3.13245 -2.12280
H 1.04393 4.07670 -2.53120
C 0.48623 2.12829 -1.79694
H -0.58207 2.30494 -1.95509
C 0.30039 -1.55298 0.52119
C 1.25038 -1.06612 1.42774
H 1.56569 -0.01907 1.38853
C 1.83932 -1.91099 2.37220
H 2.63756 -1.53558 3.02142
C 1.41668 -3.23893 2.47943
H 1.87861 -3.90394 3.21013
C 0.39329 -3.70259 1.64867
H 0.03108 -4.72882 1.74784
C -0.17140 -2.86174 0.68551
H -0.96486 -3.23700 0.03208
H -1.74093 -0.52103 -1.39209
Cl -1.48594 0.94456 0.64381
N -0.28256 -0.26503 4.90188
C -1.43301 0.38614 5.10544
N -1.88281 1.36882 4.32687
C -3.15242 1.81296 4.70528
C -3.65793 1.15658 5.80893
S -2.53085 -0.03379 6.39461
C -3.65958 2.79356 3.80962
C -4.86498 3.44167 3.65946
S -4.86145 4.46852 2.26600
C -3.23210 3.94417 1.90577
N -2.73835 3.10155 2.80461
N -2.56736 4.37189 0.82066
H -0.01766 -0.97340 5.56995
H 0.27818 -0.10661 4.07217
H -4.62437 1.36928 6.24068
H -5.69495 3.30344 4.33812
H -3.04571 5.04030 0.22948
H -1.82563 3.79270 0.43092
```

The LUMO energy is -0.710 eV. The spin multiplicity is 1. The HOMO energy comes out at -6.00 eV. For the calculated total energy, the calculation gives -3422.92748 hartree.


Values of energy relative to the best compared isomer or geometry (same formula, charge and spin), in order: 17.3; 25.0; 0.0, all in kcal/mol.